(1)
2 unconnected molecules or ions with the total composition C2H8N3O at a distorted geometry, computed with the ωB97M-V functional and the def2-TZVPD basis.

ORCA input file:
```
! wB97M-V def2-TZVPD RIJCOSX def2/J DEFGRID3
* xyz -1 1
N 0.51 -1.17 -0.54
C 1.13 0.05 -0.54
N 1.23 0.59 -1.80
N 1.59 0.63 0.58
H -0.72 -0.62 0.14
H 0.79 -1.72 -1.29
H 0.43 0.45 -2.44
H 1.47 1.60 -1.59
H 1.57 -0.10 1.32
C -2.20 0.27 1.64
O -1.69 -0.40 0.49
H -3.18 -0.08 1.84
H -1.53 0.14 2.45
H -2.28 1.31 1.38
*
```

Energy = -8720.930 eV
Energy relative to the best compared isomer or geometry (same formula, charge and spin) = 1.250 eV



(2)
2 unconnected molecules or ions with the total composition C2H8N3O, computed with the ωB97M-V functional and the def2-TZVPD basis.

ORCA input file:
```
! wB97M-V def2-TZVPD RIJCOSX def2/J DEFGRID3
* xyz -2 2
N -1.16 0.48 0.69
C -0.98 -0.44 1.65
N -1.83 -0.71 2.59
H -0.51 0.74 -0.20
H -2.07 0.90 0.70
H 0.01 -0.91 1.61
H -1.51 -1.54 3.08
N 1.83 -0.74 -1.94
C 1.51 0.49 -1.20
O 0.25 0.98 -1.40
H 1.03 -1.36 -1.83
H 1.81 -0.50 -2.93
H 1.68 0.27 -0.13
H 2.28 1.24 -1.48
*
```

Energy = -8717.320 eV



(3)
2 unconnected molecules or ions with the total composition C2H8N3O, computed with the ωB97M-V functional and the def2-TZVPD basis.

ORCA input file:
```
! wB97M-V def2-TZVPD RIJCOSX def2/J DEFGRID3
* xyz 1 1
C 0.27 0.38 2.15
N 1.21 0.15 3.08
O 0.33 -0.02 1.00
H -0.57 0.96 2.54
H 0.99 0.10 4.06
H 2.10 -0.20 2.78
N 0.45 0.23 -1.78
C -0.58 -0.11 -2.51
N -1.70 -0.63 -2.10
H 0.53 0.13 -0.77
H 1.23 0.68 -2.23
H -0.52 0.13 -3.56
H -2.50 -0.68 -2.71
H -1.88 -0.76 -1.11
*
```

Energy = -8716.291 eV
Energy relative to the best compared isomer or geometry (same formula, charge and spin) = 0.184 eV



(4)
C2H8N3P in the gas phase at a distorted geometry, computed with the ωB97M-V functional and the def2-TZVPD basis.

ORCA input file:
```
! wB97M-V def2-TZVPD RIJCOSX def2/J DEFGRID3
* xyz 0 1
C -1.08 1.29 0.89
C -1.38 0.38 -0.33
N -0.17 -0.32 -0.86
P 1.15 -0.41 0.28
N 1.77 0.21 1.52
N 2.06 -1.64 -0.57
H -0.32 1.91 0.65
H -1.92 1.82 1.12
H -0.70 0.52 1.65
H -2.22 -0.30 0.04
H -1.76 0.95 -1.17
H -0.39 -1.25 -1.36
H 3.05 -1.61 -0.32
H 1.93 -1.55 -1.54
*
```

Energy = -15960.590 eV
Energy relative to the best compared isomer or geometry (same formula, charge and spin) = 2.008 eV
Structure (SMILES) = CCNP(#N)N



(5)
2 unconnected molecules or ions with the total composition C2H8N3P at a distorted geometry, computed with the ωB97M-V functional and the def2-TZVPD basis.

ORCA input file:
```
! wB97M-V def2-TZVPD RIJCOSX def2/J DEFGRID3
* xyz 0 1
C 1.19 0.64 -0.29
C 2.71 0.44 0.08
N 0.38 1.49 0.07
N -2.05 -0.87 -1.18
N -2.15 -0.16 1.28
P -2.33 0.45 -0.27
H 0.97 -0.29 -0.84
H 2.79 0.59 1.12
H 2.98 -0.51 -0.17
H 3.29 1.35 -0.29
H -2.02 -0.82 -2.19
H -2.00 -1.79 -0.85
H -1.38 -0.89 1.37
H -2.38 0.38 2.16
*
```

Energy = -15959.967 eV
Energy relative to the best compared isomer or geometry (same formula, charge and spin) = 2.632 eV



(6)
3 unconnected molecules or ions with the total composition C2H8N3S2 at a distorted geometry, computed with the ωB97M-V functional and the def2-TZVPD basis.

ORCA input file:
```
! wB97M-V def2-TZVPD RIJCOSX def2/J DEFGRID3
* xyz 1 1
C -1.67 1.72 0.30
C -1.36 -1.23 0.09
N -0.15 0.28 -0.69
N -0.73 -2.19 -0.50
N -0.45 1.29 -0.01
S -2.34 -0.60 1.12
S 3.42 -0.11 0.62
H -1.62 2.52 0.99
H -2.62 1.47 -0.09
H 0.88 0.06 -0.41
H -0.85 -3.20 -0.39
H -0.22 -2.04 -1.34
H 4.48 0.63 0.32
H 0.14 1.66 0.66
H 3.09 -0.27 -0.65
*
```

Energy = -28334.330 eV
Energy relative to the best compared isomer or geometry (same formula, charge and spin) = 4.075 eV



Which formula does entry 3 have?
C2H8N3O